Molecular formula: C54H66N4O4
Method: DFT, ωB97M-V/def2-TZVPD

The value obtained for the electronic energy is -71215.6488 eV. The frontier orbital gap is 6.0 eV. The calculation puts the LUMO energy at -0.743 eV. As for the HOMO energy: -6.72 eV.

Atoms and positions in Å:
C  -7.626  -5.282  3.696
C  -7.615  -3.990  4.231
C  -6.631  -3.095  3.824
C  -5.656  -3.455  2.880
C  -4.642  -2.406  2.523
O  -3.545  -2.942  1.685
C  -2.376  -2.316  1.832
N  -1.401  -2.426  0.711
N  -0.528  -3.341  0.737
C  0.025  -3.852  2.000
O  0.655  -3.147  2.768
O  -0.210  -5.168  2.093
C  0.351  -5.887  3.241
C  0.330  -7.370  2.934
C  0.317  -8.335  3.961
C  0.291  -9.701  3.665
C  0.290  -10.134  2.338
C  0.343  -9.186  1.312
C  0.381  -7.817  1.604
O  -2.081  -1.658  2.823
C  -5.679  -4.744  2.337
C  -6.672  -5.649  2.742
H  -8.368  -5.993  4.046
H  -8.354  -3.677  4.971
H  -6.576  -2.089  4.239
H  -5.137  -1.593  1.966
H  -4.218  -1.964  3.436
H  1.373  -5.521  3.429
H  -0.251  -5.656  4.129
H  0.343  -7.992  4.997
H  0.258  -10.432  4.473
H  0.240  -11.193  2.097
H  0.345  -9.495  0.266
H  0.458  -7.090  0.791
H  -4.917  -5.040  1.615
H  -6.692  -6.655  2.318
C  0.841  -0.440  1.505
C  0.809  0.655  2.543
C  0.453  -0.016  3.875
C  2.188  1.268  2.696
C  -0.303  1.656  2.135
C  -1.583  1.385  2.631
C  -2.453  2.424  2.937
C  -2.059  3.706  2.579
C  -1.073  3.899  1.604
C  -1.110  5.313  0.950
C  -0.772  5.278  -0.530
C  -0.169  6.235  1.731
C  -2.522  5.928  1.005
C  -0.166  2.822  1.331
N  0.779  2.846  0.242
C  1.958  3.713  0.245
C  2.531  3.554  -1.129
N  1.832  2.393  -1.693
C  2.348  1.843  -2.938
C  3.528  1.034  -2.936
C  4.392  0.595  -1.715
C  4.971  -0.821  -1.921
C  3.613  0.522  -0.422
C  5.594  1.544  -1.577
C  4.067  0.609  -4.155
C  3.391  0.785  -5.350
C  2.272  1.600  -5.364
C  1.806  2.229  -4.202
C  0.843  3.418  -4.487
C  -0.068  3.116  -5.691
C  1.679  4.664  -4.836
C  -0.077  3.726  -3.331
C  0.808  1.985  -0.844
C  -0.088  0.933  -1.017
C  -0.280  0.275  -2.296
C  0.649  -0.661  -2.798
C  0.530  -1.136  -4.096
C  -0.567  -0.759  -4.887
C  -1.547  0.095  -4.368
C  -1.432  0.567  -3.065
H  1.149  -0.033  0.537
H  1.483  -1.278  1.795
H  -0.164  -0.848  1.386
H  0.212  0.738  4.633
H  -0.389  -0.706  3.755
H  1.306  -0.605  4.231
H  2.168  2.099  3.410
H  2.877  0.495  3.059
H  2.579  1.617  1.741
H  -1.875  0.372  2.895
H  -3.384  2.229  3.473
H  -2.596  4.557  3.013
H  -1.397  4.537  -1.042
H  -0.964  6.263  -0.983
H  0.279  5.047  -0.696
H  -0.515  6.334  2.768
H  0.854  5.845  1.768
H  -0.146  7.233  1.271
H  -2.830  6.207  2.019
H  -2.542  6.848  0.404
H  -3.260  5.237  0.581
H  1.704  4.746  0.490
H  2.663  3.399  1.029
H  2.367  4.440  -1.762
H  3.613  3.390  -1.101
H  5.769  -0.845  -2.673
H  5.413  -1.177  -0.978
H  4.182  -1.527  -2.208
H  3.232  1.500  -0.141
H  2.785  -0.186  -0.513
H  4.262  0.194  0.405
H  5.293  2.579  -1.381
H  6.245  1.219  -0.751
H  6.188  1.541  -2.500
H  5.034  0.095  -4.188
H  3.747  0.313  -6.270
H  1.789  1.767  -6.331
H  -0.558  2.141  -5.577
H  -0.854  3.880  -5.773
H  0.485  3.131  -6.639
H  2.371  4.915  -4.022
H  2.268  4.489  -5.747
H  1.025  5.531  -5.011
H  0.492  4.108  -2.488
H  -0.811  4.494  -3.622
H  -0.614  2.826  -3.010
H  -0.808  0.775  -0.221
H  1.441  -1.000  -2.129
H  1.289  -1.820  -4.495
H  -0.668  -1.156  -5.900
H  -2.418  0.368  -4.972
H  -2.206  1.192  -2.611